The following is a DFT calculation (ωB97M-V/def2-TZVPD) of a structure of composition C37H53AsF6I2KN11O4PSSi in a non-equilibrium geometry.

Results
Multiplicity: 2
Energy above the lowest of the compared OMol25 structures with the same formula, charge and spin: 18.8 kcal per mole
Charge: -2
Frontier orbital gap (alpha / beta): 5.13 / 6.75 eV

Geometry (Å):
I1 12.44 8.87 11.34
I2 12.51 7.37 9.02
As1 18.59 9.46 12.35
K1 13.07 12.39 12.16
S1 15.70 12.19 6.86
P1 16.19 15.45 12.12
Si1 11.44 16.07 7.49
F1 18.08 8.32 11.24
F2 19.03 10.53 11.02
F3 18.13 8.38 13.63
F4 20.20 8.75 12.37
F5 19.14 10.72 13.44
F6 16.98 10.18 12.42
O1 12.32 10.19 13.31
O2 13.45 8.05 14.56
O3 11.07 14.37 11.69
O4 15.14 14.44 12.47
N1 14.56 12.06 14.88
N2 14.28 11.77 9.79
N3 15.66 11.69 9.54
N4 17.64 11.41 8.47
N5 11.83 15.46 9.04
N6 9.95 13.91 13.70
N7 15.81 16.56 10.97
N8 17.57 14.73 11.63
N9 17.27 13.13 19.41
N10 10.83 12.81 13.84
N11 16.59 16.48 13.43
C1 15.47 17.06 14.20
C2 10.18 14.63 12.65
C3 8.87 16.69 13.38
C4 12.80 9.01 15.30
C5 9.23 15.75 12.44
C6 10.69 12.14 14.88
C7 12.21 10.07 14.57
C8 14.64 13.08 17.06
C9 13.98 12.75 15.87
C10 18.57 15.42 10.83
C11 7.87 17.61 13.13
C12 11.64 14.67 6.28
C13 12.09 17.63 12.64
C14 13.51 6.78 15.08
C15 11.32 10.74 16.78
C16 17.99 13.39 12.09
C17 11.80 16.22 10.10
C18 16.32 11.72 8.37
C19 11.39 10.93 15.41
C20 15.86 11.78 14.96
C21 7.22 17.62 11.90
C22 12.41 17.67 6.94
C23 16.61 12.09 16.10
C24 12.17 15.57 11.39
C25 12.36 16.33 12.60
C26 15.96 12.73 17.14
C27 11.69 18.30 11.46
C28 16.61 12.96 18.46
C29 15.23 16.06 9.72
C30 12.71 8.84 16.69
C31 8.59 15.82 11.21
C32 17.54 15.90 14.39
C33 7.56 16.67 10.94
C34 11.58 17.65 10.27
C35 9.63 16.61 7.62
C36 15.61 17.98 11.12
C37 12.01 9.75 17.47
H1 13.24 7.97 17.15
H2 9.04 15.89 8.29
H3 9.43 16.80 14.29
H4 15.91 18.47 10.17
H5 14.29 6.63 15.86
H6 9.15 16.56 6.62
H7 14.13 13.64 17.85
H8 18.16 16.24 10.26
H9 12.56 6.46 15.52
H10 11.58 19.39 11.37
H11 18.43 13.48 13.06
H12 17.64 11.89 16.20
H13 11.45 18.17 9.34
H14 12.15 9.75 18.55
H15 12.22 18.20 13.53
H16 9.60 17.65 7.94
H17 12.41 13.97 6.59
H18 18.47 15.61 13.88
H19 16.29 18.42 11.86
H20 9.98 12.46 15.67
H21 13.21 17.90 7.70
H22 15.07 15.00 9.70
H23 19.40 15.78 11.45
H24 16.41 11.28 14.18
H25 17.14 12.76 12.10
H26 9.00 15.16 10.41
H27 10.75 11.47 17.35
H28 15.85 16.41 8.89
H29 10.70 14.17 6.06
H30 7.09 16.67 9.99
H31 7.56 18.37 13.82
H32 17.06 15.05 14.96
H33 18.12 11.34 7.58
H34 14.70 17.41 13.50
H35 14.26 16.52 9.59
H36 17.99 10.88 9.21
H37 16.20 11.46 10.38
H38 18.72 13.05 11.33
H39 17.75 16.66 15.18
H40 11.94 15.07 5.32
H41 14.95 16.35 14.85
H42 12.97 14.90 11.11
H43 13.91 12.59 9.30
H44 12.93 13.00 15.77
H45 13.92 10.94 9.31
H46 15.81 17.87 14.85
H47 12.86 17.51 5.95
H48 11.74 18.57 6.84
H49 14.53 18.22 11.36
H50 12.79 15.84 13.46
H51 18.93 14.73 10.09
H52 6.42 18.34 11.77
H53 13.82 6.15 14.25

=====

The following is a DFT calculation (ωB97M-V/def2-TZVPD) of a cluster of 2 separate species, BrH7Si3 in total in a non-equilibrium geometry.

Results
Energy above the lowest of the compared OMol25 structures with the same formula, charge and spin: 53.9 kcal per mole
Frontier orbital gap: 6.61 eV

Geometry (Å):
Br1 0.55 -2.41 -0.85
Si1 -0.46 1.65 1.07
Si2 -1.58 -1.85 -0.48
Si3 1.55 1.68 -0.02
H1 2.70 1.00 0.64
H2 -0.44 1.21 2.59
H3 -2.19 -2.45 -1.61
H4 1.55 1.30 -1.38
H5 -1.92 -2.66 0.63
H6 1.85 3.13 0.19
H7 -1.61 -0.58 -0.78

=====

The following is a DFT calculation (ωB97M-V/def2-TZVPD) of an isolated molecule of C6H4O.

Results
Energy above the lowest of the compared OMol25 structures with the same formula, charge and spin: 76.2 kcal per mole
SMILES string: C#CC#C[C@H]1CO1
Frontier orbital gap: 10.36 eV

Geometry (Å):
O1 -2.05 0.04 0.85
C1 -2.06 -0.48 -0.46
C2 2.50 0.00 0.34
C3 1.22 0.47 0.09
C4 0.06 0.75 -0.08
C5 3.56 -0.51 0.60
C6 -1.38 0.79 -0.16
H1 -1.86 1.74 -0.42
H2 -3.03 -0.47 -0.96
H3 4.48 -0.99 0.84
H4 -1.44 -1.35 -0.64

=====

The following is a DFT calculation (ωB97M-V/def2-TZVPD) of a structure of composition C14H27I2InN3O in a non-equilibrium geometry.

Results
Energy above the lowest of the compared OMol25 structures with the same formula, charge and spin: 124.1 kcal per mole
Charge: -1
Frontier orbital gap: 7.21 eV

Geometry (Å):
I1 3.18 1.09 -0.26
I2 3.29 -2.21 -2.63
In1 0.40 0.18 -2.88
O1 3.75 2.64 -3.35
N1 -1.64 -0.59 -0.12
N2 1.39 2.04 -3.20
N3 -2.02 -0.26 5.37
C1 -4.09 0.35 -1.04
C2 1.35 -1.46 5.04
C3 0.10 -1.59 4.17
C4 -1.06 -0.86 4.83
C5 3.09 0.96 -5.17
C6 2.73 1.90 -3.88
C7 1.79 0.00 5.23
C8 0.44 2.97 -3.93
C9 1.94 -0.71 -0.11
C10 -4.92 0.88 0.14
C11 2.76 -1.88 0.76
C12 -2.76 -0.16 -0.54
C13 1.56 -1.31 -1.62
C14 -5.21 -0.20 1.18
H1 2.41 1.11 -6.11
H2 1.99 0.48 4.27
H3 2.73 -1.59 1.92
H4 3.12 -0.19 -4.93
H5 -5.83 0.21 1.99
H6 1.18 -1.91 6.02
H7 1.02 0.58 5.75
H8 2.70 0.04 5.83
H9 -0.15 -0.66 -4.37
H10 2.17 -2.89 0.60
H11 -3.92 1.16 -1.76
H12 0.92 -0.56 0.48
H13 -4.29 -0.58 1.64
H14 -5.87 1.28 -0.24
H15 -0.16 -2.65 4.05
H16 -0.52 2.41 -4.33
H17 0.28 -1.17 3.17
H18 -5.75 -1.04 0.73
H19 2.17 -2.01 4.57
H20 0.99 3.58 -4.77
H21 3.88 -1.96 0.38
H22 -4.39 1.71 0.62
H23 -1.12 0.56 -1.92
H24 4.19 1.25 -5.52
H25 0.04 3.74 -3.12
H26 -4.63 -0.46 -1.55
H27 0.80 -2.22 -1.40

=====

| no. | molar mass (g mol⁻¹) | electronic energy (eV) |
| --- | --- | --- |
| 1 | 1288.8 | -201490.209 |
| 2 | 171.2 | -93785.213 |
| 3 | 92.1 | -8329.137 |
| 4 | 622.0 | -42843.291 |